Here is a 11-piece molecular cluster, C44H79N11O4 overall at a distorted geometry from the Open Molecules 2025 dataset. Energies are from ωB97M-V/def2-TZVPD.

```
138
Properties=species:S:1:pos:R:3:forces:R:3:lowdin_charge:R:1
N 3.03285 -0.41771 -4.24585 0.582 0.180 0.397 0.011
C 3.75975 0.21198 -3.24608 -0.577 -0.015 -0.268 -0.136
C 4.03764 -0.75661 -2.30395 0.018 0.929 -0.691 -0.150
C 3.53708 -1.98519 -2.72615 -0.373 -1.012 -0.592 -0.101
C 2.93152 -1.74054 -3.96400 0.347 0.049 1.681 -0.138
H 2.46803 0.02139 -4.96003 0.352 0.216 0.011 0.089
H 4.03038 1.27421 -3.28947 -0.320 -0.667 -0.012 0.104
H 4.51417 -0.56926 -1.39410 0.823 0.196 1.147 0.069
H 3.64578 -2.92931 -2.14597 -0.329 0.863 -0.861 0.108
H 2.32352 -2.34758 -4.56701 -0.480 -0.752 -0.670 0.088
N -3.25197 1.56345 -0.32085 0.691 0.442 1.638 0.032
C -3.63857 2.56626 0.54330 0.226 -1.180 0.177 -0.147
C -2.82092 2.58931 1.66159 0.263 0.245 -1.682 -0.088
C -1.82856 1.59228 1.40508 -0.547 0.367 0.013 -0.109
C -2.13237 0.96445 0.24006 -0.010 -1.113 -2.062 -0.162
H -3.81330 1.26095 -1.10090 0.282 -0.126 0.083 0.143
H -4.58501 2.93589 0.32666 -1.317 1.367 -0.010 0.087
H -2.75170 3.41171 2.36056 -0.300 -0.406 0.302 0.094
H -0.96187 1.43536 1.98071 0.834 -0.359 0.613 0.072
H -1.63585 0.18296 -0.37491 -0.123 0.563 0.968 0.109
N -4.04479 -2.76371 -1.17622 -0.698 -0.431 1.135 0.023
C -4.61514 -3.97636 -1.39874 0.452 -0.299 0.253 -0.129
C -4.10522 -4.44150 -2.57253 -0.482 -0.304 -0.485 -0.108
C -3.20735 -3.46935 -3.09153 -0.883 0.226 0.890 -0.088
C -3.20403 -2.46158 -2.15543 0.969 1.933 -1.891 -0.181
H -3.90281 -2.37266 -0.27472 -0.448 0.409 0.772 0.078
H -5.23787 -4.43982 -0.66214 -0.181 -0.069 0.092 0.100
H -4.47532 -5.32828 -3.04667 0.242 -0.314 -0.220 0.087
H -2.82318 -3.43698 -4.07112 0.625 -0.031 -0.784 0.072
H -2.90710 -1.39145 -2.22146 0.430 -1.175 0.005 0.108
N 0.17629 -7.28815 0.97118 -0.063 0.098 0.303 0.016
C -0.97779 -6.55209 0.92869 -0.293 -1.080 0.623 -0.160
C -0.74923 -5.56716 0.05426 -1.203 2.058 -1.006 -0.168
C 0.56495 -5.59721 -0.45448 -0.591 -1.762 1.422 -0.076
C 1.11417 -6.71481 0.16571 -0.288 1.075 -0.338 -0.123
H 0.36229 -8.05256 1.58718 0.020 -0.167 0.092 0.141
H -1.87147 -6.76111 1.51320 0.435 -0.187 -0.214 0.113
H -1.48813 -4.80947 -0.17146 -0.035 -0.064 -0.145 0.087
H 0.92197 -4.85521 -1.11278 0.850 0.286 -0.562 0.078
H 2.10516 -7.05294 0.25138 1.029 -0.446 -0.334 0.092
N -3.70914 -1.47465 1.67442 0.262 -0.136 0.386 0.019
C -4.97813 -1.93545 1.84781 -1.364 0.183 -0.547 -0.162
C -4.92848 -3.28137 1.97950 0.410 -1.528 0.769 -0.115
C -3.51552 -3.63774 2.06706 -1.413 0.632 -0.945 -0.086
C -2.79086 -2.49764 1.82103 -0.571 -0.313 0.159 -0.130
H -3.49065 -0.51129 1.60305 0.495 0.815 -0.020 0.098
H -5.90217 -1.33693 1.78427 1.008 -0.033 -0.038 0.124
H -5.79960 -3.97558 2.00617 0.948 0.756 0.196 0.109
H -3.17097 -4.63832 2.12409 0.504 -0.548 0.138 0.073
H -1.72132 -2.36864 1.70609 -0.254 0.238 0.136 0.102
N 0.57497 3.57812 2.80830 -0.704 0.169 0.129 0.013
C 0.06605 2.97214 3.95414 0.569 0.330 -0.378 -0.130
C 0.91621 1.90341 4.24069 0.001 1.149 -0.621 -0.101
C 1.95023 1.89456 3.22611 -0.927 -0.261 1.037 -0.108
C 1.67045 2.94351 2.36584 1.620 -1.561 0.142 -0.174
H 0.10289 4.23435 2.20287 -0.196 0.250 0.184 0.114
H -0.76593 3.49933 4.45619 0.599 -0.892 -0.231 0.115
H 0.89102 1.27159 5.11254 -0.156 -0.053 -0.028 0.080
H 2.75136 1.14586 3.26006 -0.308 0.616 -0.520 0.096
H 2.28209 3.21694 1.50892 -0.491 0.302 0.202 0.107
N 0.82740 -0.17748 -1.24699 -0.035 0.667 -2.574 0.025
C 0.10446 -1.32197 -1.52880 0.823 1.225 0.481 -0.153
C 0.10741 -2.07302 -0.41149 -0.385 -1.335 0.814 -0.115
C 0.86047 -1.38201 0.57608 -0.054 -0.298 1.145 -0.088
C 1.31900 -0.23759 0.00676 0.133 0.559 0.910 -0.149
H 1.09914 0.43221 -2.04275 0.027 -0.475 1.400 0.125
H -0.32233 -1.44477 -2.48156 -0.366 -0.349 -0.873 0.087
H -0.34661 -3.05454 -0.33412 -0.015 0.351 0.135 0.062
H 0.98584 -1.56939 1.65284 -0.094 -0.326 -0.749 0.096
H 1.84438 0.53851 0.55520 -0.012 0.086 -0.659 0.103
C -1.74388 -0.94264 4.60993 0.976 1.582 0.463 -0.064
C -1.62693 -2.33270 5.15034 0.697 0.306 -1.051 -0.472
C -0.24746 -2.91500 4.90497 -0.452 -1.441 -0.346 -0.172
O 0.11300 -2.87629 3.50641 -0.295 0.202 0.897 -0.230
C 0.39300 -4.13614 2.93499 0.246 -0.153 -0.176 -0.112
N -1.93863 -2.53790 6.53195 -0.241 -0.370 0.496 0.063
H -1.24836 -0.17163 5.22645 0.344 -0.411 0.057 0.072
H -2.74721 -0.56639 4.60493 -0.882 -0.142 -0.412 0.071
H -1.27452 -0.87272 3.62434 -0.303 0.007 0.030 0.067
H -2.23296 -2.87285 4.47313 -1.202 -1.158 -0.190 0.108
H -0.35519 -3.98674 5.27275 0.686 1.198 -0.385 0.139
H 0.44939 -2.34064 5.50032 0.684 -0.109 0.119 0.120
H 1.24150 -4.60903 3.44640 0.055 0.031 -0.100 0.091
H 0.66570 -3.95839 1.87250 -0.292 -0.256 0.698 0.079
H -0.45728 -4.84038 3.01204 0.166 0.415 -0.173 0.082
H -1.71826 -1.71894 7.05163 0.455 0.689 0.507 0.062
H -2.90791 -2.69220 6.72800 -0.540 -0.260 -0.253 0.071
C -1.39271 1.46450 -4.11542 0.721 -0.131 -0.431 -0.037
C -0.07476 0.80794 -4.59784 0.247 -1.124 -0.303 -0.403
C -0.38298 -0.05084 -5.83416 0.194 1.409 0.438 -0.220
O 0.78625 -0.71663 -6.25342 -0.528 0.276 -0.227 -0.192
C 0.59758 -1.33364 -7.51010 -0.676 -0.551 0.139 -0.092
N 1.03216 1.75299 -4.89650 -0.938 -1.321 0.599 0.074
H -1.76499 2.12391 -4.92731 0.098 -0.205 0.576 0.098
H -1.27078 2.01737 -3.18591 0.185 0.159 -0.184 0.030
H -2.14396 0.71597 -3.89292 -0.202 -0.320 -0.164 0.066
H 0.34602 0.04201 -3.91198 -0.472 0.628 0.227 0.099
H -0.77120 0.63874 -6.59898 0.146 -0.137 -0.333 0.132
H -1.19999 -0.71451 -5.57941 -0.128 -0.616 -0.014 0.123
H 0.59623 -0.65719 -8.36261 -0.012 0.457 0.089 0.089
H -0.35343 -1.90173 -7.52917 0.336 0.184 0.036 0.099
H 1.40208 -2.02542 -7.63594 0.539 -0.468 -0.126 0.082
H 0.95467 2.01351 -5.85443 0.014 0.614 -0.742 0.072
H 0.84875 2.53134 -4.30512 0.305 1.054 0.215 0.040
C 0.32450 3.10403 -1.05493 0.158 0.003 -0.784 -0.061
C -0.20076 4.52090 -1.21698 0.962 1.423 -0.368 -0.435
C -1.09764 4.57743 -2.44188 -1.521 -1.037 0.187 -0.224
O -1.60098 5.88583 -2.66418 1.277 0.152 0.504 -0.187
C -2.79214 5.99886 -3.37252 -1.038 -1.229 0.465 -0.122
N -0.89914 4.97773 -0.02260 0.050 -1.504 0.947 0.060
H -0.57139 2.47457 -1.11107 0.481 -0.416 -0.046 0.049
H 0.75633 2.96744 -0.07562 0.113 -0.057 0.237 0.042
H 1.11094 2.81210 -1.82089 -1.073 0.367 0.702 0.098
H 0.64612 5.24856 -1.38576 -0.658 -0.673 0.221 0.157
H -1.94779 3.83922 -2.15563 0.796 1.112 -0.738 0.134
H -0.57784 4.16299 -3.33262 -0.290 0.371 0.190 0.114
H -2.73523 5.48234 -4.34072 -0.087 0.372 -0.049 0.089
H -3.14078 7.02589 -3.44037 0.640 0.213 -0.290 0.087
H -3.58699 5.51606 -2.77651 -0.018 -0.215 -0.277 0.086
H -1.67687 4.35361 0.29879 0.825 0.860 -0.736 0.069
H -1.16989 5.93274 -0.10759 -0.498 0.454 -0.087 0.065
C 6.17296 4.61533 3.90990 1.029 -1.837 0.172 -0.062
C 5.17623 3.50971 3.54964 0.200 -0.335 0.548 -0.414
C 5.45819 2.81920 2.20958 -0.090 1.564 0.761 -0.215
O 4.78992 3.54527 1.20720 0.081 0.252 -0.907 -0.192
C 5.05869 3.02160 -0.07712 0.938 -0.867 -0.028 -0.113
N 5.20785 2.43185 4.57882 1.508 1.278 0.444 0.039
H 7.11369 4.07253 4.17016 -0.265 0.579 -0.397 0.089
H 5.86547 5.05589 4.83571 -0.307 0.707 0.424 0.059
H 6.36469 5.35341 3.13172 -0.222 -0.105 0.045 0.081
H 4.20219 3.98610 3.52601 -0.454 -0.123 -0.371 0.118
H 5.12683 1.81614 2.27784 -0.697 -1.241 -0.163 0.098
H 6.52166 2.76592 2.01817 0.576 0.147 -0.073 0.125
H 6.07096 3.27175 -0.51686 -0.894 0.016 0.709 0.108
H 4.29598 3.27427 -0.78739 -0.470 0.725 -0.190 0.067
H 4.99259 1.93176 -0.01549 0.231 -0.223 -0.082 0.076
H 4.37798 1.89169 4.56959 -0.888 -0.366 0.044 0.023
H 5.38312 2.77575 5.53832 -0.310 -0.160 -0.957 0.082
```
Positions in Å, forces in eV/Å.

## Properties
HOMO level (eV): -7.65
SMILES string: COC[C@H](C)N.COC[C@H](C)N.COC[C@H](C)N.COC[C@H](C)N.c1cc[nH]c1.c1cc[nH]c1.c1cc[nH]c1.c1cc[nH]c1.c1cc[nH]c1.c1cc[nH]c1.c1cc[nH]c1
Energy (eV): -71485.4518
Relative energy (zero: lowest compared OMol25 entry of this formula, charge and spin) (kcal/mol): 0.0